Entry 1:
Computed, not measured: a molecular structure, C42H48N4O28PY at a distorted geometry, with wB97M-V/def2-TZVPD.

The value obtained for the LUMO energy is -3.3 eV. The HOMO energy is -7.489 eV. The total energy is -117940.649 eV.

```
! RIJCOSX wB97M-V def2-TZVPD def2/J DEFGRID3
* xyz 0 1
Y -0.63 -2.61 1.54
P 0.97 0.35 0.94
O 0.67 -0.15 2.40
O 1.56 1.74 0.69
O -0.46 0.03 0.30
O 1.59 -0.96 0.44
C -2.94 -4.47 -2.95
O -2.53 -3.94 -1.90
N -4.19 -4.45 -3.42
C -4.56 -4.88 -4.76
C -5.31 -3.93 -2.57
H -2.32 -4.79 -3.80
H -5.20 -5.76 -4.79
H -3.75 -5.27 -5.38
H -5.09 -4.08 -5.27
H -5.34 -4.43 -1.60
H -5.43 -2.86 -2.42
H -6.29 -4.21 -2.95
C 3.42 -4.43 3.61
O 2.21 -4.31 3.74
N 4.13 -5.56 3.92
C 5.48 -5.66 3.35
C 3.56 -6.71 4.52
H 4.09 -3.70 3.12
H 6.22 -6.04 4.05
H 5.89 -4.75 2.91
H 5.48 -6.50 2.64
H 3.72 -7.54 3.82
H 4.18 -6.98 5.38
H 2.51 -6.56 4.76
C 5.76 0.82 2.56
O 6.39 -0.26 2.53
N 6.01 1.74 3.53
C 6.92 1.50 4.65
C 5.35 2.99 3.66
H 5.03 1.14 1.80
H 7.23 0.47 4.85
H 6.29 1.71 5.51
H 7.79 2.15 4.70
H 6.12 3.76 3.71
H 4.70 3.11 2.79
H 4.80 2.98 4.60
C -5.27 -0.20 1.62
O -4.71 -1.29 1.72
N -6.69 -0.09 1.54
C -7.29 1.30 1.73
C -7.68 -1.11 1.90
H -4.72 0.75 1.55
H -6.55 1.93 1.24
H -7.45 1.65 2.75
H -8.23 1.25 1.17
H -7.50 -2.13 1.56
H -7.97 -1.10 2.95
H -8.63 -0.94 1.41
C 2.19 2.41 -4.61
C 1.16 3.34 -4.38
C 0.65 4.19 -5.49
O -0.20 5.09 -5.42
C 1.26 3.87 -6.78
C 2.19 2.95 -6.95
C 2.80 2.09 -5.92
O 3.63 1.23 -6.08
O 2.69 2.68 -8.15
O 0.85 3.84 -3.14
H 2.44 1.91 -3.69
H 0.88 4.29 -7.70
H 3.53 2.29 -7.88
H 1.23 3.25 -2.49
C -1.52 8.33 -0.40
C -2.61 7.67 0.22
C -2.43 6.57 1.17
O -3.31 5.93 1.64
C -1.05 6.19 1.46
C -0.06 6.82 0.84
C -0.14 8.06 0.03
O 0.74 8.83 -0.44
O 1.24 6.25 0.97
O -3.83 7.90 -0.22
H -1.65 9.09 -1.16
H -0.75 5.27 1.93
H 1.14 5.29 0.96
H -4.48 7.33 0.19
C -1.48 3.32 8.94
C -2.72 3.46 8.41
C -2.98 2.98 7.01
O -4.08 3.07 6.48
C -1.72 2.41 6.37
C -0.50 2.55 6.95
C -0.24 2.95 8.28
O 0.76 3.00 9.01
O 0.56 1.96 6.35
O -3.84 3.74 9.10
H -1.50 3.61 9.98
H -1.77 1.91 5.41
H 0.36 1.39 5.59
H -4.57 3.53 8.51
C 5.43 -4.91 -3.26
C 4.49 -4.56 -2.40
C 3.57 -5.52 -1.72
O 2.57 -5.14 -1.04
C 3.96 -7.00 -1.90
C 5.03 -7.34 -2.71
C 5.85 -6.32 -3.56
O 6.74 -6.42 -4.39
O 5.36 -8.71 -2.94
O 4.27 -3.20 -2.23
H 6.02 -4.08 -3.62
H 3.35 -7.84 -1.62
H 4.59 -9.21 -2.67
H 3.67 -2.96 -1.52
C -1.97 -0.07 -4.49
C -3.03 0.70 -4.12
C -4.07 1.02 -5.05
O -5.03 1.67 -4.84
C -3.87 0.39 -6.39
C -2.72 -0.25 -6.78
C -1.76 -0.64 -5.78
O -0.77 -1.39 -5.96
O -2.67 -0.86 -7.98
O -3.15 1.23 -2.91
H -1.24 -0.27 -3.72
H -4.59 0.53 -7.18
H -1.86 -1.36 -8.12
H -2.39 0.91 -2.42
*
```

Löwdin population analysis, charges in e, atoms 1 to 4: 1.88, -0.06, -0.50, -0.39

---

Entry 2:
Computed, not measured: a molecular structure, C11H11N at a distorted geometry, with wB97M-V/def2-TZVPD.

The value obtained for the LUMO energy is 0.7 eV. The HOMO energy is -8.615 eV. The total energy is -13070.630 eV.

```
! RIJCOSX wB97M-V def2-TZVPD def2/J DEFGRID3
* xyz 0 1
C 0.10 0.40 0.78
C -1.26 0.10 0.93
C -1.54 -0.76 2.06
C -0.63 -0.85 3.13
C 0.60 -0.27 3.00
C 0.56 1.54 -1.79
C 1.42 0.52 -1.15
C 1.12 -0.71 -1.35
C 0.02 -1.10 -2.09
C -0.69 -0.20 -2.81
C -0.49 1.19 -2.70
H 0.57 0.81 -0.06
H -2.02 0.12 0.12
H -2.63 -1.00 2.28
H -1.06 -1.43 4.01
H 1.30 -0.35 3.85
H 0.68 2.58 -1.52
H 2.32 0.78 -0.57
H 1.72 -1.62 -0.73
H -0.43 -2.11 -2.15
H -1.51 -0.60 -3.47
H -1.43 1.95 -2.78
N 1.02 0.24 1.86
*
```

natural (NBO) population analysis, charges in e, atoms 1 to 4: 0.07, -0.29, -0.16, -0.28

---

Entry 3:
Computed, not measured: a molecular structure, H2ORb at a distorted geometry, with wB97M-V/def2-TZVPD.

The value obtained for the LUMO energy (spin up / spin down) is -10.1 / -17.9 eV. The HOMO energy (spin up / spin down) is -29.886 / -29.861 eV. The total energy is -2712.701 eV.

```
! RIJCOSX wB97M-V def2-TZVPD def2/J DEFGRID3
* xyz 2 2
Rb -0.97 -2.11 1.06
O 0.26 0.41 -0.61
H 0.50 0.34 0.32
H 0.21 1.36 -0.77
*
```

From a natural (NBO) analysis of the wavefunction, the atomic charges in e read: 1.00, -0.07, 0.51, 0.55

---

Entry 4:
Computed, not measured: a molecular structure, C19H24N3O6P2Ti, with wB97M-V/def2-TZVPD.

The value obtained for the LUMO energy (spin up / spin down) is -0.8 / -1.1 eV. The HOMO energy (spin up / spin down) is -7.577 / -7.575 eV. The total energy is -78541.860 eV.

```
! RIJCOSX wB97M-V def2-TZVPD def2/J DEFGRID3
* xyz 0 2
Ti 0.38 0.82 0.62
O -6.65 0.88 -0.07
C -6.05 1.18 0.97
O -6.41 1.44 2.12
C -4.49 1.23 0.79
C -3.92 0.89 -0.43
C -2.55 0.87 -0.56
N -1.74 1.17 0.46
C -2.29 1.55 1.63
C -3.65 1.58 1.84
C -1.30 1.80 2.74
O -1.60 2.27 3.80
O -0.07 1.41 2.42
H -4.58 0.63 -1.25
H -2.06 0.58 -1.49
H -4.08 1.85 2.80
O 1.06 2.39 -0.43
N 1.22 2.32 -1.69
N 1.04 1.14 -2.13
O 0.70 0.18 -1.29
C 1.08 0.86 -3.53
C 0.67 -0.39 -3.96
C 0.69 -0.66 -5.32
C 1.13 0.29 -6.22
C 1.55 1.54 -5.76
C 1.53 1.83 -4.41
H 0.32 -1.12 -3.25
H 0.37 -1.63 -5.68
H 1.15 0.07 -7.28
H 1.89 2.29 -6.47
H 1.85 2.80 -4.05
C -1.52 -1.60 2.72
P -0.20 -1.64 1.47
C -0.69 -3.02 0.38
C 1.26 -2.31 2.38
C 2.14 -1.20 2.96
P 2.66 0.00 1.67
C 3.71 -0.98 0.54
C 3.86 1.06 2.54
H -1.25 -0.90 3.52
H -1.69 -2.59 3.14
H -2.45 -1.24 2.26
H -0.79 -3.95 0.94
H 0.05 -3.14 -0.41
H -1.65 -2.78 -0.08
H 1.83 -2.92 1.67
H 0.92 -2.98 3.17
H 3.02 -1.62 3.45
H 1.59 -0.62 3.70
H 4.44 -1.57 1.09
H 4.23 -0.31 -0.14
H 3.08 -1.65 -0.06
H 4.67 0.48 2.98
H 3.34 1.61 3.33
H 4.27 1.79 1.84
*
```

natural (NBO) population analysis, charges in e, atoms 1 to 4: 1.36, -0.73, 0.73, -0.72

---

Entry 5:
Computed, not measured: a molecular structure, C15H62BNO27 at a distorted geometry, with wB97M-V/def2-TZVPD.

The value obtained for the LUMO energy is -0.9 eV. The HOMO energy is -9.681 eV. The total energy is -74006.267 eV.

```
! RIJCOSX wB97M-V def2-TZVPD def2/J DEFGRID3
* xyz 0 1
C -2.10 3.15 0.19
C -1.90 2.26 -1.08
C -1.32 0.85 -0.98
C 0.23 0.92 -0.66
N 0.89 -0.41 -0.44
C 2.37 -0.38 -0.10
C 3.19 -1.27 -1.06
C 2.23 -1.31 -2.26
C 0.90 -1.19 -1.65
C 0.22 -1.11 0.71
C 0.18 -0.40 2.04
C -0.18 -1.37 3.26
H -3.06 2.66 0.72
H -2.69 3.95 0.04
H -1.16 3.14 0.86
H -1.30 2.87 -1.86
H -2.92 2.16 -1.46
H -1.61 0.47 -1.98
H -1.92 0.47 -0.31
H 0.57 1.59 0.06
H 0.70 1.47 -1.43
H 2.78 -0.71 0.84
H 2.63 0.59 -0.41
H 3.28 -2.29 -0.58
H 4.14 -0.65 -1.25
H 2.36 -2.25 -2.97
H 2.35 -0.52 -2.92
H 0.48 -2.16 -1.70
H 0.05 -0.85 -2.45
H 0.77 -2.10 0.77
H -0.77 -1.25 0.29
H -0.57 0.40 1.90
H 1.12 -0.01 2.35
H 0.51 -2.17 3.14
H -1.07 -1.77 3.04
H -0.02 -1.06 4.29
O -2.47 -3.46 4.49
C -2.16 -4.07 3.46
O -2.57 -3.72 2.35
B -2.03 -4.63 1.36
O -0.93 -5.37 2.11
C -1.12 -5.08 3.29
O -0.13 -5.06 4.06
O -1.27 -3.81 0.27
C -1.81 -4.21 -0.94
O -1.28 -4.09 -2.01
C -2.92 -5.05 -0.54
O -3.01 -5.42 0.63
O -3.68 -5.45 -1.41
O 5.08 -4.61 0.51
H 5.66 -4.11 -0.04
H 4.62 -3.97 1.08
O 1.45 -4.72 -2.04
H 1.70 -4.47 -3.02
H 0.53 -4.96 -2.14
O -2.00 6.95 1.07
H -2.47 7.76 1.29
H -2.65 6.24 0.81
O -0.13 -2.63 6.77
H 0.34 -3.42 6.83
H -0.71 -2.63 6.02
O 1.25 4.08 -0.06
H 1.04 5.06 0.09
H 1.32 3.73 0.79
O -5.72 4.09 -0.94
H -6.46 3.77 -1.56
H -5.48 3.37 -0.27
O -2.61 1.80 3.46
H -2.84 1.18 2.70
H -1.67 1.85 3.62
O -4.27 5.30 1.33
H -4.94 5.00 0.79
H -4.43 6.33 1.11
O -2.74 -1.56 -3.87
H -1.92 -1.15 -3.95
H -2.58 -2.11 -3.05
O 1.65 2.67 2.18
H 1.12 2.46 2.87
H 2.30 2.07 2.40
O -0.43 -0.36 -4.98
H -0.32 0.48 -4.75
H 0.46 -0.73 -5.02
O 1.71 3.91 -2.71
H 2.75 3.34 -2.60
H 1.17 3.78 -1.86
O 2.39 -4.02 -4.75
H 2.13 -3.45 -5.43
H 3.36 -3.94 -4.79
O -5.00 1.60 -3.43
H -5.02 1.68 -4.45
H -4.92 0.60 -3.07
O 4.13 -2.69 2.29
H 4.23 -3.18 3.19
H 4.78 -1.84 2.32
O 3.91 3.23 -0.47
H 4.46 3.83 -0.12
H 3.00 3.74 -0.50
O -0.22 2.40 -4.11
H -0.45 3.29 -4.34
H 0.53 2.69 -3.69
O 6.58 1.17 0.02
H 6.39 0.80 -0.92
H 5.79 1.16 0.52
O -0.09 2.11 4.68
H -0.23 3.07 4.94
H 0.50 1.69 5.21
*
```

Löwdin population analysis, charges in e, atoms 1 to 4: -0.08, -0.24, -0.12, -0.07

---

Entry 6:
Computed, not measured: a molecular structure, C12H16BN at a distorted geometry, with wB97M-V/def2-TZVPD.

The value obtained for the LUMO energy (spin up / spin down) is 0.5 / -2.8 eV. The HOMO energy (spin up / spin down) is -5.098 / -8.508 eV. The total energy is -14865.300 eV.

```
! RIJCOSX wB97M-V def2-TZVPD def2/J DEFGRID3
* xyz 0 3
B 0.11 -0.35 0.40
C 1.18 1.65 -4.12
C -0.12 2.09 -3.81
C 1.71 0.66 -3.22
C -0.75 1.81 -2.53
C 1.17 0.41 -2.00
C -0.05 0.98 -1.61
C 1.55 -0.66 0.13
C 2.01 -0.27 -1.08
C -0.40 -2.32 2.44
C -0.02 -0.03 3.21
C -2.25 -0.53 2.23
C -0.73 -0.84 2.20
N -0.60 0.46 -0.51
H 1.67 2.05 -5.04
H -0.72 2.75 -4.31
H 2.72 0.36 -3.51
H -1.79 2.00 -2.40
H 2.32 -1.16 0.71
H 3.00 -0.61 -1.53
H -0.87 -3.05 1.78
H -0.75 -2.71 3.43
H 0.62 -2.55 2.51
H 0.07 -0.74 4.09
H -0.55 0.94 3.47
H 0.99 0.11 2.84
H -2.66 -0.80 1.22
H -2.78 -0.88 3.21
H -2.48 0.62 2.24
H -1.61 0.61 -0.42
*
```

natural (NBO) population analysis, charges in e, atoms 1 to 4: 0.72, -0.13, -0.29, -0.18

---

Entry 7:
Computed, not measured: 9 unconnected molecules or ions with the total composition H19O9 at a distorted geometry, with wB97M-V/def2-TZVPD.

The value obtained for the LUMO energy is -2.9 eV. The HOMO energy is -14.328 eV. The total energy is -18729.588 eV.

```
! RIJCOSX wB97M-V def2-TZVPD def2/J DEFGRID3
* xyz 1 1
O -0.63 -2.52 2.88
H 1.62 -1.22 1.43
H -0.41 1.13 -0.14
O -0.09 4.38 0.92
H -0.34 4.00 -2.76
O -0.75 -3.73 0.17
H 0.50 4.31 0.15
H -0.69 -4.33 -0.57
O 2.43 1.05 -0.69
H 2.73 1.20 -1.60
H 2.72 0.13 -0.53
O -0.14 1.71 1.49
H 0.74 2.06 1.31
H -0.67 2.45 1.81
O -0.67 3.48 -2.01
H -0.72 -4.40 0.88
H -1.54 3.25 -2.34
O -0.16 0.35 -0.73
H -1.53 -2.20 2.94
H 0.83 0.57 -0.75
O 1.23 -1.38 0.56
H 0.71 -2.20 0.59
H -0.08 -0.51 -0.22
O -0.99 -3.12 -2.42
H -1.51 -2.41 -2.81
H -1.46 -3.39 -1.63
H -0.25 -2.80 3.71
H -0.87 4.16 0.38
*
```

natural (NBO) population analysis, charges in e, atoms 1 to 4: -0.98, 0.51, 0.56, -0.94

---

Entry 8:
Computed, not measured: a molecular structure, C30H26Br2N2O5S2SiTeW at a distorted geometry, with wB97M-V/def2-TZVPD.

The value obtained for the LUMO energy (spin up / spin down) is -1.6 / -1.5 eV. The HOMO energy (spin up / spin down) is -6.127 / -6.964 eV. The total energy is -223498.358 eV.

```
! RIJCOSX wB97M-V def2-TZVPD def2/J DEFGRID3
* xyz 0 3
W 0.25 -0.33 0.43
O -2.47 5.47 1.15
C -1.76 4.36 0.93
C -0.65 3.99 1.74
C -0.08 2.76 1.57
N -0.46 1.86 0.63
C -1.37 2.33 -0.28
Br -2.19 0.93 -1.31
C -2.13 3.49 -0.07
H -2.18 5.94 1.94
H -0.28 4.66 2.50
H 0.72 2.43 2.23
H -2.95 3.71 -0.72
Br 2.47 -2.92 3.64
C 3.70 -1.51 3.32
C 4.92 -1.53 3.95
C 5.84 -0.52 3.74
C 5.54 0.52 2.84
C 4.34 0.55 2.19
C 3.35 -0.45 2.42
C 2.11 -0.32 1.80
O 1.05 -1.10 1.98
O 1.80 0.66 0.96
H 5.14 -2.34 4.63
H 6.79 -0.54 4.24
H 6.27 1.29 2.68
H 4.09 1.35 1.50
O 1.91 -1.53 -0.33
S 2.07 -0.74 -1.57
O 2.05 -1.54 -2.75
N 0.84 0.33 -1.45
C 1.37 1.63 -1.62
S 0.35 2.93 -1.99
C 2.79 1.68 -1.66
C 3.62 2.80 -1.84
C 4.98 2.61 -1.90
C 5.56 1.35 -1.79
C 4.76 0.23 -1.64
C 3.40 0.41 -1.55
H 3.18 3.77 -1.97
H 5.62 3.47 -2.06
H 6.63 1.23 -1.84
H 5.17 -0.77 -1.60
Te -1.85 -0.33 2.10
C -1.73 -2.45 2.67
C -1.67 -2.82 4.00
C -1.55 -4.16 4.34
C -1.49 -5.13 3.36
C -1.58 -4.76 2.03
C -1.71 -3.42 1.69
H -1.72 -2.06 4.76
H -1.52 -4.44 5.38
H -1.38 -6.17 3.62
H -1.55 -5.49 1.24
H -1.81 -3.16 0.64
C -0.18 -3.57 -4.45
Si -1.50 -3.59 -3.08
C -1.83 -5.35 -2.44
C -3.12 -2.77 -3.66
C -0.90 -2.54 -1.67
C -0.66 -1.81 -0.73
H -0.64 -3.48 -5.43
H 0.41 -4.48 -4.44
H 0.50 -2.74 -4.31
H -2.24 -5.98 -3.23
H -2.54 -5.36 -1.61
H -0.91 -5.82 -2.09
H -3.52 -3.23 -4.56
H -2.96 -1.72 -3.87
H -3.89 -2.85 -2.89
*
```

natural (NBO) population analysis, charges in e, atoms 1 to 4: 1.33, -0.64, 0.39, -0.34